Entry from OMol25: a cluster of 2 separate species, C20H26N4O2 in total at a distorted geometry (ωB97M-V/def2-TZVPD).

CARTESIAN COORDINATES (ANGSTROEM)
C  -0.87987  0.59061  4.10903
C  -0.04564  1.14582  2.96670
C  0.14553  2.65004  3.09078
N  -0.68781  0.82122  1.66624
N  -1.57964  1.63671  1.11759
N  -1.97451  1.03089  0.03476
C  -2.97155  1.61200  -0.89568
C  -2.44087  2.91843  -1.46005
C  -4.30139  1.78893  -0.18251
C  -1.36055  -0.23387  -0.17820
C  -1.58806  -1.13852  -1.31107
C  -2.61303  -2.10407  -1.27807
C  -2.86345  -2.90424  -2.36713
C  -2.10708  -2.77151  -3.51999
C  -1.09187  -1.83075  -3.57698
C  -0.83144  -1.02552  -2.49394
C  -0.50333  -0.38383  0.93787
C  0.27999  -1.46030  1.23421
H  -0.44277  0.82686  5.08014
H  -1.88102  1.02012  4.08358
H  -0.98379  -0.49228  4.03516
H  0.94094  0.65757  2.95738
H  0.65622  2.92248  4.01519
H  0.71985  3.04474  2.25269
H  -0.82186  3.15116  3.08557
H  -3.09372  0.88645  -1.71451
H  -3.13998  3.37044  -2.16581
H  -2.26915  3.63081  -0.65318
H  -1.48952  2.76571  -1.97130
H  -5.06504  2.20261  -0.84370
H  -4.66710  0.83813  0.20747
H  -4.18492  2.46779  0.66222
H  -3.20482  -2.19332  -0.38271
H  -3.65232  -3.63790  -2.32446
H  -2.30725  -3.40140  -4.37121
H  -0.50514  -1.72891  -4.47572
H  -0.05149  -0.28392  -2.53415
H  0.28586  -2.32493  0.60294
H  0.88644  -1.48611  2.11370
C  6.03801  0.41846  -0.25339
N  5.04686  -0.62252  -0.38794
C  5.26661  -1.95383  -0.04690
O  6.29059  -2.40237  0.42274
C  4.03224  -2.66132  -0.36413
C  3.14077  -1.78854  -0.83957
C  3.74113  -0.45912  -0.84896
O  3.22719  0.58967  -1.18037
H  5.62089  1.36717  -0.58310
H  6.33936  0.49066  0.78869
H  6.90893  0.17266  -0.85744
H  3.88869  -3.71794  -0.22501
H  2.14390  -2.01111  -1.17747

The HOMO energy comes out at -0.2190 Eh. The multiplicity is 1.

Atom charges from the Löwdin analysis, given in e for atoms 1 to 4: -0.05 -0.36 -0.07 -0.04

---

Entry from OMol25: a cluster of 2 separate species, C20H26N4O2S in total at a distorted geometry (ωB97M-V/def2-TZVPD).

CARTESIAN COORDINATES (ANGSTROEM)
C  -3.67033  1.47088  0.37611
C  -3.34947  0.05772  0.88238
C  -1.88088  -0.38841  0.67591
C  -1.57097  -0.50797  -0.83041
C  -1.57337  -1.71723  1.42038
N  -1.73790  -1.57721  2.88000
C  -2.80187  -1.99375  3.56805
C  -2.70968  -1.87610  5.07046
O  -3.81029  -2.45138  3.05088
C  -0.18848  -2.29765  1.06201
O  -0.11265  -3.22136  0.26481
N  0.94892  -1.85936  1.62314
C  1.17296  -0.77205  2.57832
H  -2.99210  2.19198  0.83159
H  -3.59147  1.52423  -0.70873
H  -4.69286  1.72533  0.65684
H  -3.57890  0.05954  1.94652
H  -4.01873  -0.65504  0.39787
H  -1.23786  0.38648  1.08808
H  -1.76978  0.43119  -1.34382
H  -2.18347  -1.29316  -1.27645
H  -0.52040  -0.74451  -0.99791
H  -2.29760  -2.45292  1.06390
H  -0.95141  -1.24086  3.40676
H  -3.59856  -2.32677  5.51096
H  -1.82587  -2.40556  5.42061
H  -2.65570  -0.82563  5.34824
H  1.75978  -2.37971  1.31936
H  0.99805  -1.12926  3.59499
H  2.20976  -0.43739  2.50921
H  0.52302  0.07685  2.36780
C  0.17130  2.60065  0.07582
C  -0.62581  3.47273  -0.62369
S  -0.27220  3.47128  -2.34651
C  0.98810  2.27436  -2.09023
C  1.82369  1.78240  -3.06028
C  1.81149  2.17479  -4.45729
N  2.74687  1.56228  -5.14507
C  3.40358  0.73327  -4.24582
C  4.46736  -0.12044  -4.53556
C  5.02124  -0.90350  -3.51385
C  4.50223  -0.82792  -2.21403
C  3.43005  0.02858  -1.93171
C  2.88693  0.81480  -2.95710
N  1.04862  1.91066  -0.75632
H  0.11863  2.47486  1.15408
H  -1.38264  4.10843  -0.17280
H  1.12000  2.89311  -4.88628
H  4.84886  -0.16763  -5.54990
H  5.84877  -1.57181  -3.73302
H  4.93196  -1.44062  -1.42728
H  3.03480  0.06197  -0.92530
H  1.78426  1.29682  -0.41568

As for the SMILES: CC[C@H](C)[C@H](NC(C)=O)C(=O)NC.C1=CS/C(=C2\C=Nc3ccccc32)N1. The HOMO energy comes out at -0.2780 Eh. The multiplicity is 1.

Atom charges from the Löwdin analysis, given in e for atoms 1 to 4: -0.10 -0.21 -0.31 -0.04

---

ΔE to the lowest compared entry with this formula, charge and spin? In order: 421.01, 172.13 kJ/mol.